Density functional theory data (ωB97M-V with the def2-TZVPD basis set) for 2 unconnected molecules or ions with the total composition C9H19ClNO in a non-equilibrium geometry.

Summary:
* charge: -1
* HOMO level: -4.1110 eV
* lowest unoccupied orbital energy: 3.077 eV
* largest force on an atom: 1.95 eV Å⁻¹
* frontier orbital gap: 0.2642 Ha
* energy above the lowest of the compared OMol25 structures with the same formula, charge and spin: 59.2 kJ/mol

Last column: natural (NBO) charge in e.
Cartesian coordinates (Å):
Cl 4.2461 -1.1473 1.7754  -0.974
C -0.1393 -1.2331 1.7199  -0.650
C -0.2459 -1.2525 0.1789  0.129
C -1.7031 -0.9345 -0.1993  -0.397
C -2.1488 0.5181 -0.0562  -0.400
C -1.1626 1.4282 -0.8160  -0.389
C 0.3287 1.1624 -0.4892  0.113
N 0.5985 -0.2583 -0.4808  -0.218
O 1.9139 -0.6804 -0.6655  -0.578
C 1.0878 1.8627 -1.5867  -0.610
C 0.6855 1.8165 0.8778  -0.653
C 0.0454 -2.6543 -0.3621  -0.608
H -0.5790 -0.3329 2.1613  0.190
H 0.9069 -1.1767 2.0292  0.253
H -0.7614 -2.0438 2.1049  0.197
H -1.7696 -1.1719 -1.2698  0.195
H -2.4344 -1.5819 0.2914  0.199
H -2.1183 0.8590 0.9870  0.187
H -3.1930 0.6347 -0.3492  0.199
H -1.2878 2.4851 -0.5690  0.198
H -1.4283 1.2709 -1.8646  0.198
H 0.6675 2.8559 -1.7443  0.194
H 2.1822 1.8727 -1.5314  0.231
H 1.0441 1.3581 -2.5636  0.214
H -0.0788 1.5626 1.6073  0.199
H 1.6411 1.3992 1.2154  0.237
H 0.9280 2.8820 0.8535  0.203
H 0.8364 -3.0889 0.2520  0.229
H 0.3941 -2.5803 -1.3902  0.227
H -0.8305 -3.2998 -0.3046  0.190
H 2.3744 -0.5315 0.1887  0.494